Molecular formula: C16H23B2N3O10Si
Method: DFT, ωB97M-V/def2-TZVPD

```
55
Properties=species:S:1:pos:R:3:forces:R:3
N 2.963 2.159 1.258 -0.21 -0.80 -0.06
Si 1.967 0.704 1.066 0.53 0.58 0.01
C 2.939 -0.856 1.540 -0.66 0.16 0.28
C 2.050 -2.105 1.351 0.43 -0.15 0.16
C 2.703 -3.282 0.630 -0.35 0.01 -0.23
C 3.432 -2.904 -0.626 -0.12 0.63 -0.81
O 3.308 -1.862 -1.231 0.30 -0.84 0.64
O 4.245 -3.914 -1.074 -0.06 0.11 0.79
B 1.335 0.616 -0.861 0.10 -0.23 -0.28
O 0.204 -0.051 -1.249 0.20 -0.21 -0.11
O 2.050 1.221 -1.879 -0.48 0.01 -0.11
B 0.313 0.890 2.191 0.07 -0.26 0.73
O -0.735 -0.036 2.144 -0.01 0.29 -0.24
O 0.138 1.985 3.001 -0.01 0.23 -0.97
H 3.144 2.583 0.360 0.16 0.22 -0.02
H 3.846 1.925 1.690 0.17 0.25 0.04
H 3.162 -0.758 2.602 0.26 -0.01 0.10
H 3.879 -0.905 1.004 0.11 -0.01 -0.19
H 1.776 -2.464 2.340 -0.24 -0.11 0.05
H 1.112 -1.888 0.843 -0.07 0.19 -0.13
H 1.916 -3.969 0.310 -0.03 -0.20 0.01
H 3.355 -3.871 1.267 0.22 0.07 0.09
H 5.041 -3.516 -1.437 -0.02 0.14 -0.60
H -0.163 -0.562 -0.527 -0.30 0.02 0.22
H 1.991 2.178 -1.824 0.59 0.13 0.07
H -0.534 -0.844 2.629 -0.16 -0.15 -0.06
H -0.802 2.197 2.997 -0.24 -0.07 0.62
O -0.544 -3.899 2.637 0.16 -0.07 -0.03
N -1.597 -3.299 2.641 -0.09 -0.03 -0.04
O -1.818 -2.301 3.300 0.02 -0.02 0.11
C -2.680 -3.801 1.787 -0.14 -0.08 -0.06
C -2.472 -4.952 1.050 0.09 -0.15 -0.07
C -3.502 -5.428 0.256 -0.09 0.05 0.00
C -4.713 -4.750 0.208 0.01 0.01 0.01
C -4.898 -3.591 0.951 0.03 -0.09 -0.05
C -3.875 -3.108 1.749 -0.14 0.15 0.04
H -1.527 -5.472 1.093 0.04 0.06 0.07
H -3.360 -6.328 -0.324 0.02 -0.01 -0.01
H -5.517 -5.127 -0.411 -0.01 0.00 -0.01
H -5.840 -3.063 0.909 -0.01 0.02 0.01
H -4.007 -2.208 2.330 0.10 0.00 0.04
O 1.813 4.032 -1.200 -0.08 0.02 -0.12
N 0.593 3.957 -1.184 -0.01 0.09 0.07
O -0.031 3.188 -0.488 -0.04 -0.04 0.08
C -0.157 4.835 -2.086 -0.07 0.15 -0.07
C 0.539 5.690 -2.919 0.15 0.09 -0.08
C -0.175 6.504 -3.782 -0.11 -0.01 0.00
C -1.562 6.453 -3.799 0.01 -0.01 0.01
C -2.242 5.591 -2.948 0.06 0.06 -0.07
C -1.538 4.772 -2.083 -0.18 -0.06 0.05
H 1.618 5.722 -2.899 0.01 -0.08 0.07
H 0.352 7.176 -4.445 0.02 0.01 -0.01
H -2.116 7.087 -4.478 -0.01 0.01 0.00
H -3.322 5.554 -2.962 -0.02 -0.01 0.01
H -2.057 4.095 -1.421 0.09 -0.05 0.04
```
Forces are in eV/Å.

Results
E = -1879.3980 hartree
SMILES string = N[Si](CCCC(=O)O)(B(O)O)B(O)O.O=[N+]([O-])c1ccccc1.O=[N+]([O-])c1ccccc1
frontier orbital gap = 0.26622 Ha
net charge = 0
HOMO level = -8.005 eV

***

Molecular formula: C16H23BCrN6
Method: DFT, ωB97M-V/def2-TZVPD

```
47
Properties=species:S:1:pos:R:3:forces:R:3
H -0.195 2.610 0.767 0.17 0.00 -0.61
N 0.072 1.456 -0.977 0.85 1.42 -0.58
B 0.613 0.587 -3.270 -0.21 -0.19 1.42
N 0.586 1.750 -2.234 -1.06 -0.29 1.07
C 0.880 3.054 -2.302 0.21 -0.07 -0.27
Cr -0.770 -0.481 -0.483 4.11 -0.59 -0.36
H 1.264 3.470 -3.233 -0.09 -0.09 0.38
C 0.621 3.639 -1.076 0.00 -0.28 -0.01
H 0.765 4.655 -0.788 0.08 0.37 0.03
C 0.133 2.603 -0.279 -0.31 -0.66 -0.10
H 1.049 0.928 -4.314 0.10 0.00 -0.33
C -0.876 -2.497 -0.352 -0.84 -1.21 1.51
H -1.169 -2.467 0.729 0.26 -0.68 -0.56
H -0.051 -3.274 -0.514 -1.28 1.37 0.08
H -1.799 -2.753 -0.889 0.28 -0.45 -0.08
N -0.833 0.043 -3.359 -1.47 -0.47 2.00
N 1.444 -0.524 -2.574 0.17 -0.21 0.87
N -1.503 -0.387 -2.180 -1.01 -0.01 -5.00
N 1.056 -1.027 -1.341 1.76 -0.57 -1.21
C -1.682 -0.053 -4.380 0.41 -0.04 0.19
C 2.660 -0.994 -2.911 -0.36 0.06 0.17
H -1.306 0.261 -5.344 -0.42 -0.14 -0.05
H 3.125 -0.635 -3.831 -0.13 -0.33 0.40
C -2.879 -0.574 -3.928 -1.26 -0.44 -0.07
C 3.080 -1.865 -1.917 -0.10 0.18 -0.02
C -2.738 -0.788 -2.550 1.79 0.96 -0.75
C 2.041 -1.868 -0.966 0.10 0.82 -0.75
H -3.779 -0.797 -4.496 0.40 0.15 0.03
H 4.024 -2.393 -1.879 -0.24 0.02 0.04
H -3.377 -1.181 -1.777 -0.26 -0.04 -0.23
H 2.019 -2.434 -0.044 -0.29 0.24 -0.10
H -1.795 0.615 0.024 -1.10 0.65 1.80
C -1.239 0.835 4.547 -0.20 0.12 0.16
C -0.032 0.092 3.988 0.10 -0.34 -0.91
C 1.255 0.817 4.319 0.20 0.12 0.39
C 0.007 -1.332 4.519 0.01 -0.24 0.38
C -0.208 -0.015 2.549 -1.00 0.75 -0.27
C -0.634 -0.070 1.404 0.30 0.12 0.55
H -1.139 0.827 5.632 -0.19 0.15 0.13
H -2.176 0.343 4.266 0.20 0.06 0.07
H -1.272 1.870 4.193 0.03 -0.15 0.06
H 1.320 0.816 5.407 0.34 0.19 0.14
H 2.125 0.301 3.906 -0.08 0.03 0.04
H 1.255 1.850 3.962 -0.05 -0.11 0.01
H -0.906 -1.878 4.262 0.16 0.11 0.06
H 0.867 -1.874 4.112 -0.12 0.05 0.11
H 0.097 -1.262 5.602 0.04 -0.32 0.18
```
Forces are in eV/Å.

Results
E = -2021.1989 hartree
frontier orbital gap (spin up / spin down) = 0.31006 / 0.22142 Ha
spin multiplicity = 5
net charge = 0
energy relative to the best compared isomer or geometry (same formula, charge and spin) = 86.4 kcal per mole
HOMO level (spin up / spin down) = -7.718 / -8.093 eV

***

Molecular formula: C16H23BIrN4O8P2
Method: DFT, ωB97M-V/def2-TZVPD

```
55
Properties=species:S:1:pos:R:3:forces:R:3
Ir 0.044 -0.061 0.108 -0.29 -1.11 -1.58
C -0.461 3.633 3.383 -0.06 0.07 -0.09
C -0.296 2.529 2.349 -0.10 -0.41 0.13
O 0.975 1.871 2.392 0.03 0.22 0.27
P -0.451 3.111 0.671 0.44 0.56 -0.81
O 0.620 4.245 0.514 -0.04 -0.40 -0.02
O -1.791 3.880 0.467 -0.01 0.00 -0.20
O -0.268 1.954 -0.309 0.18 0.72 0.93
P -1.546 1.192 2.576 -0.60 1.05 0.83
O -2.866 1.799 1.871 0.45 -0.37 -0.11
O -1.725 0.887 3.988 0.11 -0.45 -0.24
O -1.057 0.015 1.648 0.16 -0.65 -0.16
H 0.338 4.366 3.280 0.04 -0.02 -0.03
H -0.444 3.206 4.386 -0.02 -0.06 -0.01
H -1.414 4.146 3.249 -0.01 -0.01 0.06
H 1.224 1.747 3.323 -0.02 0.02 -0.10
H 0.415 4.948 -0.116 0.01 0.20 -0.10
H -2.595 3.343 0.536 -0.12 -0.03 0.08
H -3.631 1.735 2.460 -0.22 -0.02 0.09
B -1.879 -2.883 -0.595 -2.25 -3.42 -0.57
N -0.572 -2.982 0.086 1.37 -0.65 1.19
C -0.105 -4.128 0.637 -0.88 0.90 -0.61
C 1.163 -3.914 1.110 0.81 0.74 0.05
C 1.431 -2.583 0.816 0.80 -0.77 0.40
N 0.384 -2.027 0.187 -0.20 -0.29 0.39
N -2.241 -1.542 -1.111 -1.19 0.99 -0.74
C -3.407 -1.271 -1.735 1.21 -0.83 0.84
C -3.412 0.047 -2.132 0.86 1.19 -0.06
C -2.191 0.548 -1.714 -1.09 0.84 -0.90
N -1.477 -0.423 -1.108 0.36 0.36 0.93
H -1.960 -3.734 -1.510 0.52 0.87 0.20
H -2.783 -3.354 0.111 0.50 0.80 0.11
H -0.715 -5.016 0.648 -0.05 0.06 -0.11
H 1.814 -4.618 1.597 0.01 0.00 -0.04
H 2.331 -2.019 0.981 -0.10 -0.11 0.04
H -4.155 -2.038 -1.857 0.11 -0.10 0.05
H -4.185 0.571 -2.665 0.02 0.00 -0.01
H -1.781 1.535 -1.833 -0.04 -0.07 -0.03
C 3.111 2.179 -0.030 -0.08 -0.07 -0.13
C 2.925 0.971 0.814 0.24 0.50 -0.19
O 2.080 0.086 0.467 -0.81 -0.03 0.26
C 3.727 0.760 1.992 -0.09 -0.26 -0.11
C 3.380 -0.263 2.890 -0.06 -0.03 0.09
C 4.150 -0.496 4.010 0.00 -0.03 0.01
C 5.283 0.283 4.242 -0.06 -0.04 -0.06
C 5.625 1.310 3.369 0.07 0.04 -0.04
C 4.858 1.548 2.246 0.04 0.13 0.05
H 2.388 2.186 -0.840 0.02 0.01 -0.05
H 4.119 2.188 -0.450 -0.01 -0.01 -0.01
H 2.995 3.075 0.578 0.05 0.00 0.01
H 2.486 -0.845 2.710 0.04 -0.03 0.07
H 3.880 -1.283 4.701 0.01 0.01 0.00
H 5.907 0.083 5.103 -0.04 0.03 0.03
H 6.499 1.917 3.563 0.01 -0.02 -0.01
H 5.149 2.338 1.567 -0.01 -0.01 0.00
```
Forces are in eV/Å.

Results
E = -2255.9323 hartree
frontier orbital gap (spin up / spin down) = 0.18220 / 0.15528 Ha
spin multiplicity = 2
net charge = +2
energy relative to the best compared isomer or geometry (same formula, charge and spin) = 0.0 kcal per mole
HOMO level (spin up / spin down) = -13.859 / -13.835 eV

***

Q: What is the formula in the first record?
A: C16H23B2N3O10Si